C19H52N7O4P2S | wB97M-V/def2-TZVPD

Properties
lowest unoccupied orbital energy = -2.671 eV
frontier orbital gap = 7.7 eV
spin multiplicity = 1
highest occupied orbital energy = -0.380 Eh
maximum force = 0.089 hartree/bohr
charge = +1

The geometry in XYZ format:
```
85
Properties=species:S:1:pos:R:3:forces:R:3
C 7.163568 1.081941 -0.215447 -0.3 -0.2 0.0
C 6.450995 1.993273 -1.171657 0.2 -0.2 -0.4
O 6.083244 1.671159 -2.259708 -0.1 0.1 0.1
O 6.245106 3.306054 -0.751596 -0.2 -0.4 0.0
C 5.217195 3.451438 0.214963 0.5 0.3 0.3
C 4.314389 4.594895 -0.205119 -0.4 -0.1 0.5
S 3.195135 4.142885 -1.569116 0.6 0.1 -1.0
C 2.623585 2.456873 -1.285180 -0.6 0.1 0.7
C 1.878557 2.309425 0.047132 -0.2 0.1 -0.4
C 1.816347 0.852671 0.566518 -0.1 0.3 0.5
N 2.714042 -0.057727 -0.128395 0.0 0.2 -0.1
H 7.256543 0.111443 -0.693674 0.1 0.0 0.0
H 6.565835 0.934841 0.688488 0.1 0.2 0.1
H 8.139815 1.470587 0.066887 0.0 0.1 0.0
H 4.681368 2.519193 0.402269 -0.1 0.0 -0.1
H 5.664500 3.741539 1.170375 0.0 0.0 0.0
H 3.732079 4.943418 0.646046 -0.1 0.0 -0.1
H 4.917471 5.416243 -0.587387 0.0 0.0 -0.1
H 2.108410 4.891065 -1.306987 0.0 -0.2 0.3
H 3.513998 1.839152 -1.381712 0.0 0.0 -0.2
H 1.957363 2.261411 -2.125080 0.2 -0.1 -0.2
H 2.294902 2.992711 0.791354 0.2 -0.2 0.1
H 0.853243 2.651564 -0.125203 0.0 0.1 0.1
H 0.780437 0.535030 0.464013 0.1 -0.4 -0.2
H 2.004808 0.891644 1.646913 0.0 0.0 0.0
H 3.676850 0.227682 0.015172 0.1 -0.2 0.1
H 2.619767 -0.995058 0.255197 -0.1 -0.1 -0.1
O -1.724591 2.793516 -0.227258 0.5 2.1 -0.9
P -2.950660 2.680445 -1.056633 -2.0 -3.9 0.3
N -4.241974 2.698091 0.023600 0.2 0.4 0.2
C -5.597801 2.271543 -0.280389 -0.3 0.1 -0.2
C -4.206379 3.750166 1.039261 0.3 0.0 0.3
N -2.777606 1.147093 -1.782932 0.2 0.0 0.3
C -3.853650 0.186215 -1.941579 -0.2 0.1 -0.3
C -1.514567 0.474737 -1.523984 0.2 0.0 0.2
N -3.674867 3.380130 -2.422330 1.7 1.6 0.1
C -2.870670 3.300025 -3.661268 -0.1 -0.3 -0.2
C -4.011215 4.809083 -2.216228 -0.5 -0.1 0.2
H -6.140927 2.952638 -0.948160 0.1 0.0 0.0
H -6.159424 2.211509 0.652724 0.1 0.1 0.0
H -5.628200 1.279127 -0.710233 0.1 0.0 -0.1
H -4.518480 4.729645 0.657271 -0.1 0.0 0.0
H -3.200857 3.850844 1.443354 0.0 0.0 -0.1
H -4.866369 3.487536 1.866397 0.0 -0.1 0.0
H -4.149614 -0.272438 -0.990291 0.0 0.0 0.0
H -3.529852 -0.613326 -2.611369 0.1 0.0 0.0
H -4.722601 0.641869 -2.414586 0.0 0.1 0.1
H -1.494007 -0.004557 -0.536486 0.1 -0.1 0.0
H -0.696643 1.189690 -1.568147 0.0 0.0 0.0
H -1.325143 -0.288151 -2.282257 -0.2 0.0 0.0
H -1.890725 3.779075 -3.556997 0.0 0.1 0.0
H -3.413324 3.800701 -4.462444 0.0 0.1 0.1
H -2.723921 2.266773 -3.958464 0.0 0.0 0.1
H -3.141358 5.413032 -1.938470 0.0 0.0 -0.1
H -4.769260 4.917745 -1.442748 0.0 -0.1 0.0
H -4.433434 5.216892 -3.132781 0.0 -0.1 0.0
O 1.288563 -3.029211 0.902310 2.0 -1.1 0.0
P 0.436027 -4.128642 1.406960 -4.3 1.3 0.8
N -0.632618 -4.475332 0.141819 0.3 0.0 -0.3
C -1.872813 -5.223195 0.259007 0.0 -0.4 0.0
C -0.017320 -4.635052 -1.175048 0.2 0.3 -0.2
N -0.391924 -3.397199 2.706909 0.1 0.3 -0.2
C -1.810261 -3.566555 2.956528 0.0 -0.3 0.3
C 0.044798 -2.058256 3.080899 0.0 0.1 -0.1
N 0.536906 -5.645719 2.151877 2.3 0.1 -0.4
C 1.215685 -5.645614 3.468319 -0.2 0.0 0.2
C 1.230788 -6.647975 1.307186 -0.4 -0.2 -0.2
H -1.732016 -6.297562 0.436796 0.1 0.0 0.0
H -2.430445 -5.117446 -0.673031 0.1 0.0 0.0
H -2.516285 -4.833400 1.035615 0.1 0.0 0.1
H 0.459817 -5.612752 -1.314038 -0.1 0.0 0.0
H 0.737719 -3.867328 -1.334722 0.0 0.0 0.1
H -0.773109 -4.518499 -1.953008 -0.1 0.0 0.1
H -2.432360 -3.031641 2.227555 0.0 0.0 0.0
H -2.053171 -3.180066 3.948929 0.1 0.1 0.0
H -2.085233 -4.620023 2.969613 0.0 0.0 -0.1
H -0.360059 -1.280572 2.418871 0.0 0.0 0.0
H 1.128743 -1.983036 3.069512 0.0 0.0 -0.1
H -0.287870 -1.847095 4.099770 -0.1 -0.1 0.0
H 2.239887 -5.263990 3.411880 0.0 -0.1 0.0
H 1.249418 -6.668582 3.841637 0.0 0.0 -0.1
H 0.660470 -5.050573 4.186064 0.0 0.1 -0.1
H 2.239654 -6.334894 1.021998 0.0 0.0 0.1
H 0.660491 -6.848086 0.401756 0.0 0.1 0.0
H 1.303612 -7.588332 1.850273 0.0 0.0 0.1
```
Forces are in eV/Å.

C19H53IN6O3P2Si | wB97M-V/def2-TZVPD

Properties
lowest unoccupied orbital energy = 0.472 eV
frontier orbital gap = 8.7 eV
spin multiplicity = 1
ΔE to the lowest compared entry with this formula, charge and spin = 101.4 kJ/mol
highest occupied orbital energy = -0.301 Eh
maximum force = 0.106 hartree/bohr
charge = 0

The geometry in XYZ format:
```
85
Properties=species:S:1:pos:R:3:forces:R:3
C -0.396323 0.309565 -8.913024 0.4 -0.1 0.1
C 0.756733 0.050927 -7.932423 0.0 0.6 0.0
C 1.097233 1.304016 -7.115253 0.3 0.1 -0.5
C 2.000314 1.013152 -5.944514 -0.7 -0.4 0.1
O 1.324885 0.147936 -5.004808 0.3 0.1 0.2
Si 2.147994 0.007794 -3.565665 0.4 -0.1 -0.3
C 1.919179 -1.700088 -2.853483 -0.9 0.3 0.3
I 3.205582 -1.796679 -1.122990 0.2 -0.2 -0.4
C 0.475840 -2.018654 -2.397713 0.3 -1.1 0.1
C 0.243812 -3.534130 -2.481357 0.0 0.4 -0.1
H -1.344857 -0.047698 -8.520459 -0.1 0.0 -0.1
H -0.184085 -0.172696 -9.865119 -0.3 -0.1 -0.1
H -0.488270 1.377685 -9.110987 -0.1 0.0 0.0
H 1.653763 -0.174278 -8.510711 0.1 -0.3 0.1
H 0.548905 -0.775714 -7.256877 0.0 -0.1 -0.1
H 0.208276 1.876412 -6.847700 -0.1 -0.2 0.3
H 1.669863 1.952429 -7.787478 -0.1 0.2 0.1
H 2.877323 0.474318 -6.311529 0.2 0.2 0.1
H 2.294261 1.929357 -5.426915 0.2 0.1 -0.2
H 3.586600 0.186200 -3.876178 0.0 0.0 0.0
H 1.751559 1.085614 -2.634090 -0.1 -0.1 0.1
H 2.238966 -2.486689 -3.532045 0.3 0.1 -0.1
H 0.364453 -1.767359 -1.345825 -0.3 0.5 -0.1
H -0.275371 -1.523666 -3.014314 0.1 0.3 0.1
H -0.729406 -3.796245 -2.078165 -0.1 -0.1 0.1
H 0.300565 -3.860626 -3.520537 0.0 -0.1 0.0
H 1.018759 -4.030348 -1.896919 0.0 -0.2 0.0
O -2.261525 -3.248592 0.348283 1.6 2.3 -0.7
P -2.775265 -2.443583 1.499273 -3.5 -3.3 2.3
N -2.271290 -3.379202 2.858446 0.3 0.4 0.3
C -3.113607 -4.429322 3.396051 -0.3 0.0 0.0
C -0.872099 -3.779991 2.787910 0.1 0.0 -0.2
N -4.449138 -2.541475 1.211864 -0.1 -0.2 -0.4
C -5.464255 -2.786610 2.213536 -0.1 0.4 0.2
C -4.878569 -3.007579 -0.100837 0.1 -0.2 -0.1
N -2.978617 -0.992258 2.395936 2.0 0.9 -1.6
C -3.260992 0.167474 1.515160 -0.4 0.0 -0.1
C -1.878915 -0.587657 3.296988 0.1 -0.2 0.4
H -3.982105 -4.014942 3.907541 0.0 0.0 -0.1
H -2.562771 -4.980311 4.159831 0.1 0.0 -0.1
H -3.451637 -5.146531 2.634577 0.0 0.0 0.1
H -0.246237 -2.940468 2.475184 0.0 0.0 0.0
H -0.702043 -4.602478 2.082578 0.0 0.0 0.0
H -0.524389 -4.086031 3.777269 -0.1 0.0 0.0
H -5.618173 -3.858037 2.388456 0.0 0.0 0.0
H -6.420311 -2.366036 1.887305 0.0 0.0 -0.1
H -5.221852 -2.301614 3.158334 0.2 0.0 0.0
H -4.854733 -4.100864 -0.185248 0.0 0.0 -0.1
H -4.252841 -2.595559 -0.886934 0.1 -0.1 0.0
H -5.900204 -2.668850 -0.289805 0.0 0.0 0.1
H -2.403053 0.428793 0.888850 0.0 0.1 0.1
H -3.518947 1.032604 2.124630 0.0 0.0 0.1
H -4.110522 -0.045640 0.868333 0.0 -0.1 0.0
H -0.912508 -0.543935 2.791514 0.0 0.2 0.0
H -1.809485 -1.262683 4.146327 0.0 -0.2 -0.1
H -2.090344 0.403975 3.695023 -0.1 0.1 -0.2
O 0.661042 1.544024 2.345514 -0.9 -0.4 2.7
P 1.690934 2.499703 2.849422 2.8 1.4 -4.4
N 1.201489 3.996839 2.166831 -0.1 0.4 0.4
C 1.680443 4.409560 0.859818 0.2 -0.1 -0.1
C -0.218411 4.273430 2.344014 -0.1 -0.2 0.0
N 3.082035 1.841718 2.125918 -0.1 -0.4 -0.2
C 4.138608 2.600212 1.490562 0.3 0.1 0.3
C 2.978089 0.499274 1.557308 -0.3 0.2 0.0
N 2.657882 3.213709 4.081986 -2.0 -1.0 1.8
C 3.144082 2.213099 5.060913 0.3 -0.2 -0.2
C 2.060661 4.321557 4.854814 0.0 0.3 -0.1
H 2.735036 4.679076 0.895054 0.0 -0.1 0.0
H 1.158277 5.316783 0.552844 -0.2 -0.1 0.1
H 1.528404 3.647320 0.083516 0.0 0.0 0.0
H -0.530486 4.046103 3.366139 0.0 0.0 0.0
H -0.850777 3.688881 1.664795 0.0 0.0 0.0
H -0.412063 5.335574 2.179825 0.1 0.0 0.0
H 3.915654 2.812588 0.438511 0.0 0.0 0.0
H 5.074318 2.034211 1.520031 0.0 -0.1 0.0
H 4.329898 3.537553 2.011801 -0.2 0.0 0.0
H 2.521248 0.506202 0.566221 0.0 0.0 0.0
H 2.385872 -0.146228 2.199794 -0.1 0.0 0.0
H 3.970793 0.047945 1.476714 0.1 0.2 0.0
H 2.330669 1.787551 5.657052 0.0 0.1 0.1
H 3.859902 2.680782 5.735919 0.0 0.1 0.0
H 3.656464 1.400859 4.549464 -0.1 0.0 -0.1
H 1.089792 4.064790 5.288532 0.0 0.0 0.1
H 1.946223 5.202041 4.229157 -0.1 -0.1 -0.1
H 2.733797 4.591715 5.668236 0.0 -0.1 0.0
```
Forces are in eV/Å.

C19H55F3N4O8 | wB97M-V/def2-TZVPD

Properties
lowest unoccupied orbital energy = 0.218 eV
frontier orbital gap = 8.4 eV
spin multiplicity = 1
ΔE to the lowest compared entry with this formula, charge and spin = 391.2 kJ/mol
highest occupied orbital energy = -0.300 Eh
maximum force = 0.075 hartree/bohr
charge = 0

The geometry in XYZ format:
```
89
Properties=species:S:1:pos:R:3:forces:R:3
N -15.881630 7.056280 15.782150 -0.5 -0.9 -0.1
H -15.388500 6.463270 16.434270 0.0 -0.5 0.4
H -15.372810 7.049910 14.909710 0.3 0.5 0.1
H -15.979270 7.916510 16.302320 0.5 2.0 0.7
H -16.843360 6.773780 15.658130 -0.8 -1.0 -0.1
C -16.122560 9.595990 18.751660 0.4 -2.0 -3.0
O -17.216830 8.673120 19.276850 0.6 1.3 -0.2
O -15.857070 9.177410 17.408560 -1.0 2.2 2.8
C -16.387580 11.121350 19.075690 -2.1 0.0 -1.0
F -17.393120 11.743650 18.447540 -0.6 -0.3 -2.0
F -16.729180 11.356190 20.310180 -0.5 -1.3 3.6
F -15.345090 11.897470 18.938010 2.4 0.2 -1.4
C -17.034400 8.067380 20.548060 -0.4 0.8 1.3
C -18.393060 7.648160 21.269490 1.2 0.2 -1.6
H -18.201240 6.925210 22.062370 0.1 0.1 0.0
H -18.939500 8.509590 21.653460 0.2 0.0 0.0
H -19.018080 7.166850 20.517280 -0.2 -0.1 0.1
H -16.557750 8.787930 21.212670 0.1 0.1 0.1
H -16.318830 7.247830 20.481740 -0.2 -0.5 -0.2
H -15.175000 9.527790 19.286050 0.0 -0.9 0.8
C -15.096390 8.021960 12.846190 1.4 -0.1 -0.7
O -14.105080 7.481150 13.841630 -1.8 0.7 -1.6
H -14.724930 8.906620 12.328980 0.0 0.7 1.0
H -15.236630 7.445810 11.931590 0.1 -1.3 0.4
H -16.090820 8.166320 13.268530 0.5 0.2 0.5
H -13.228480 7.418730 13.455280 -0.1 0.1 -0.3
C -19.325080 9.564730 16.999370 -1.4 0.1 0.7
O -19.869340 8.486640 17.834360 0.6 0.2 -1.5
H -19.302370 10.416530 17.679090 0.7 0.2 -0.4
H -18.391950 9.362500 16.473560 0.2 -0.2 0.6
H -20.048990 9.821710 16.226050 -0.3 -0.3 0.1
H -19.120990 8.290160 18.402670 0.3 -0.1 0.4
C -15.437180 11.798650 14.744040 0.5 -0.2 1.2
O -16.496460 10.965770 15.088860 -1.5 -0.2 -0.8
H -15.806370 12.702310 14.259060 0.1 -0.3 -0.4
H -14.935470 12.129520 15.653390 0.3 0.2 0.1
H -14.711310 11.213960 14.178930 0.2 0.4 -0.5
H -16.365400 10.480500 15.906750 0.6 -0.3 0.7
C -20.940380 6.075290 14.524840 -1.6 -0.5 -1.1
C -19.480490 5.764530 14.210740 -1.3 2.0 -1.4
C -18.943090 6.666920 13.014260 -1.9 -0.9 0.5
O -19.743260 6.430120 11.806020 1.5 -0.3 0.9
C -20.012300 7.558180 11.010710 -1.6 0.2 -0.1
N -18.814440 6.184800 15.425150 1.0 -0.9 0.6
H -21.428900 5.251850 15.045790 0.3 0.0 0.5
H -21.632450 6.198220 13.691760 0.4 0.0 -0.6
H -21.057110 6.991750 15.103270 0.1 0.0 0.1
H -19.356960 4.698270 14.021180 0.3 0.1 -0.2
H -17.880220 6.441350 12.927510 0.1 0.1 -0.6
H -19.085810 7.695530 13.345460 0.1 0.2 -0.1
H -19.178250 8.216160 10.766750 0.0 -0.1 0.2
H -20.895780 8.069020 11.393610 0.5 1.0 1.1
H -20.572080 7.301240 10.111420 1.0 -1.0 -0.6
H -18.945420 5.362220 15.996380 0.8 -0.1 0.6
H -19.463000 6.802260 15.892300 0.3 0.7 0.2
C -16.818000 1.958160 10.491400 -0.5 -0.3 -0.8
C -17.332650 2.933810 11.573190 1.8 -0.6 -0.2
C -16.156640 3.854420 12.011230 0.6 0.1 0.5
O -15.164380 3.091890 12.697270 0.7 -0.6 0.1
C -13.969960 3.752680 13.136350 -0.7 0.9 -0.5
N -18.445040 3.654850 11.039090 -0.4 0.8 -0.1
H -17.577950 1.265890 10.129000 -0.5 -0.1 0.6
H -15.950040 1.323540 10.670290 0.1 0.5 0.6
H -16.633240 2.489400 9.557720 0.4 0.5 0.1
H -17.671560 2.356930 12.433690 0.1 0.0 0.2
H -16.431540 4.702550 12.638290 -0.7 -0.1 0.7
H -15.748810 4.410080 11.166830 0.3 -0.4 -0.7
H -13.409290 3.234520 13.914340 -0.7 -0.5 0.0
H -14.242270 4.737090 13.516980 0.0 0.2 0.3
H -13.233940 3.952580 12.357630 -0.2 -0.2 -0.6
H -18.695670 4.421690 11.646730 -0.4 0.0 0.4
H -18.167040 4.173980 10.218530 0.1 -0.2 -0.6
C -15.011600 3.370780 16.454780 1.2 0.6 0.9
C -15.741560 3.840560 17.768050 -0.3 -0.9 -2.6
C -14.955010 4.837770 18.610270 0.6 0.0 0.3
O -14.458280 6.059500 18.015490 -2.5 -2.2 -1.8
C -13.597160 6.740430 18.806310 1.8 0.6 1.0
N -16.980970 4.348620 17.252980 -0.7 1.7 -0.2
H -15.546330 2.801280 15.694630 -0.7 0.0 0.5
H -14.116040 2.787840 16.669860 0.1 0.0 0.2
H -14.670220 4.275120 15.951070 0.0 0.0 -0.1
H -16.069340 2.959830 18.320300 1.2 -0.1 1.0
H -14.090290 4.256970 18.931270 0.2 0.1 0.4
H -15.540650 5.136320 19.479750 -0.1 -0.1 0.2
H -13.994040 7.029230 19.779540 -0.4 0.2 0.1
H -13.235770 7.614250 18.264160 -0.3 0.1 0.1
H -12.734800 6.107140 19.014560 0.4 -0.1 0.2
H -17.509430 3.613340 16.805550 -0.2 0.1 0.2
H -17.504630 4.816960 17.978610 -0.4 -0.1 0.0
```
Forces are in eV/Å.